[1]
Density functional theory data (ωB97M-V with the def2-TZVPD basis set) for a molecular structure, C52H44ClCsN3O5P in a non-equilibrium geometry.

```
107
C52H44ClCsN3O5P | the OMol25 dataset | ωB97M-V with the def2-TZVPD basis set
C 0.98592 -2.96385 1.39118
H 5.83435 2.87812 -0.10972
C -6.48912 1.81397 -1.54090
C 3.00082 1.41663 2.23270
C -0.83769 -1.31074 -4.80210
C -1.72833 -5.80358 4.92796
H -1.69410 -2.46779 4.32011
H 3.60874 -3.70949 3.43311
N -3.09198 2.37354 -0.40908
C -1.25139 -1.26008 2.09893
H -0.67975 3.07427 -0.79174
C -0.91066 3.19052 0.26662
C 5.01360 1.83898 -4.41445
C -2.00196 1.14285 3.32038
H 3.92734 2.34633 5.99975
C 2.66488 1.09237 0.92764
H 2.83862 0.09356 0.53354
H -6.10864 2.43542 1.07044
C 1.69663 -3.33283 2.53685
H -2.26847 -3.25753 -6.09609
H -0.86549 -5.69853 1.64877
C 4.96285 2.92140 -0.76711
Cs 0.40919 0.49398 -2.15555
H 0.76262 -0.50377 2.28500
H -0.65298 -0.23696 -4.87128
H -4.82898 3.77322 2.73176
O -0.00942 -1.43463 -0.73087
H 4.86346 -3.34868 1.32400
H 2.24205 3.45877 2.19243
H -4.02821 0.44351 3.09073
H -1.27599 -7.32038 3.47106
C 3.78377 -3.24378 1.34235
H 1.16677 -3.52717 3.46002
C -4.24060 -2.86409 -5.34018
H -1.90730 -6.50834 5.73219
H -2.12434 -4.07754 6.13561
C 5.78645 0.69328 -4.36967
C -2.97662 0.22661 2.93100
C -5.06163 2.65872 0.90914
H 0.10901 1.58450 3.35554
H -6.97510 -0.27792 -4.13638
O 1.60886 -2.11800 -2.10887
P -0.87442 -2.89310 1.34211
H -0.36199 -1.82376 -5.63568
C 1.71904 -2.67835 0.22921
C -4.99453 -2.03451 -4.52600
H 2.05597 1.77088 0.33760
C -6.47974 0.22545 -3.31733
C 3.67847 2.09591 4.97469
C 6.25911 0.26330 -3.13823
C -2.60075 -0.95884 2.31614
H 3.62068 -2.64100 -0.72236
C -1.13943 -5.34473 2.63908
C -1.36985 -6.25672 3.66055
C 3.95519 0.82597 4.44006
C -5.15322 1.49882 -1.31187
H 4.11327 2.51840 -0.20639
O 1.95261 1.91955 -4.05574
H 6.00013 0.12682 -5.26624
C 3.05939 3.02243 4.12228
O 4.03719 3.72722 -3.34840
H 2.35772 4.78536 -3.03950
C -1.85066 -4.43999 5.15096
C 3.64232 0.48916 3.13909
C -0.28867 -0.32409 2.46930
H -4.70880 -3.69011 -5.86196
H -0.37941 -1.66333 -3.87354
Cl 7.23745 -1.19454 -3.05224
N -3.05014 -0.76835 -3.98580
C -1.23531 -3.96233 2.85213
H -8.19597 1.38796 -2.76484
H 2.82719 4.01463 4.50323
C 2.73443 3.80210 -2.76279
H -6.05076 -2.22022 -4.37755
H 6.36523 0.61070 -1.03157
C 4.72767 2.54770 -3.25514
C -1.60726 -3.53104 4.12326
C 2.72828 2.71313 2.81793
H 4.58928 2.19229 -5.34459
C -2.99787 3.61164 1.62778
C -2.38705 3.05722 0.49631
C 5.98237 0.96332 -1.98218
C -5.14095 -0.01202 -3.03960
C -2.31499 -1.57433 -4.75707
H -3.36197 -1.67073 2.00499
N -4.49806 0.61044 -2.05677
C 3.09787 -2.85900 0.20208
C 3.08003 -3.45549 2.52059
H -2.29014 2.07369 3.79672
C -4.34043 3.39116 1.84238
H 2.80434 3.76025 -1.67140
H 3.86239 -0.50921 2.76911
H 4.42585 0.08015 5.07682
H -6.97708 2.58499 -0.96101
C -4.35652 -0.98384 -3.87839
C 5.21873 2.13241 -2.02362
C -2.88750 -2.62722 -5.47099
H -0.54042 4.15380 0.61789
C -4.39766 2.19450 -0.21674
C -0.66182 0.87150 3.08101
H -2.40021 4.17772 2.33144
C 1.66806 2.79468 -3.21414
H -0.38916 2.40297 0.82599
H 4.75449 3.96559 -1.00321
O 0.56254 2.95572 -2.64047
C -7.15837 1.15915 -2.55534
C 1.06657 -2.04669 -0.98683
```

Total energy (hartree): -3370.18297
LUMO level (eV): 3.489
ΔE to the lowest compared entry with this formula, charge and spin (kcal/mol): 42.1
HOMO (eV): -0.058
Charge: -2

---

[2]
Density functional theory data (ωB97M-V with the def2-TZVPD basis set) for a molecular structure, C4H9N3O3Pt.

```
20
C4H9N3O3Pt | the OMol25 dataset | ωB97M-V with the def2-TZVPD basis set
Pt 0.12934 -0.85356 0.05231
H -2.34073 -0.68893 0.79254
H 1.64512 2.51722 0.72049
H -2.09125 1.13399 -1.46555
C -2.04643 1.00335 -0.38497
O 2.08705 -0.65456 -0.15477
N 0.15074 1.02215 0.49426
C -0.84813 1.81959 0.12096
H 0.21097 -3.57617 0.23675
H -2.39773 -1.00012 -0.81235
H 1.67336 1.20110 1.91809
C 1.49340 1.45292 0.86711
C 2.51052 0.59879 0.10224
N 0.46250 -2.88185 -0.45670
H 1.47484 -2.90056 -0.57330
O 3.61522 0.96223 -0.20762
H 0.05078 -3.14902 -1.34333
H -2.95830 1.41628 0.04200
N -1.91730 -0.46342 -0.10194
O -0.90398 3.04055 0.15380
```

Total energy (hartree): -667.17285
LUMO level (eV): -0.516
ΔE to the lowest compared entry with this formula, charge and spin (kcal/mol): 0.0
HOMO (eV): -8.182
Charge: 0

---

[3]
Density functional theory data (ωB97M-V with the def2-TZVPD basis set) for 3 unconnected molecules or ions with the total composition C3H7NS in a non-equilibrium geometry.

```
12
C3H7NS | the OMol25 dataset | ωB97M-V with the def2-TZVPD basis set
N 1.75545 -0.44911 -1.23795
C 0.88935 -0.75073 -0.03235
H -1.13177 -0.92395 -0.72758
H 0.39191 -1.87238 0.00736
H -2.39566 0.33032 1.33893
C -1.34161 0.57475 1.10695
H -0.83648 0.97018 2.18819
S -1.07221 1.52978 -0.35937
C -0.61533 -0.12317 -0.08738
H 2.24892 0.92852 -0.63929
H 1.54874 -0.35354 0.77050
H 0.55869 0.13932 -2.32800
```

Total energy (hartree): -571.14968
LUMO level (eV): -0.325
ΔE to the lowest compared entry with this formula, charge and spin (kcal/mol): 181.5
HOMO (eV): -8.944
Charge: 0

---

[4]
Density functional theory data (ωB97M-V with the def2-TZVPD basis set) for a molecular structure, C20H20N6O2V in a non-equilibrium geometry.

```
49
C20H20N6O2V | the OMol25 dataset | ωB97M-V with the def2-TZVPD basis set
N 0.10665 -0.34328 1.74945
N 1.78654 -0.04609 -0.28345
N -0.01988 2.48433 -0.28941
H -4.83009 -0.75285 -5.03953
C -0.53698 -0.29781 -3.25185
C 1.91117 -0.64823 3.37560
C 4.00593 -0.08887 -1.20483
H -0.91740 3.94962 -1.36387
H -4.39219 0.86440 0.03022
C 4.57370 -0.26669 0.06854
H -0.18389 -0.44393 -4.27301
N 3.95958 -0.83704 4.86402
H -1.81636 -0.56148 2.44879
N -0.67792 2.97121 -1.47153
C -2.83157 -0.54466 -4.28062
C -4.21284 -0.59481 -4.16497
H 5.64576 -0.34551 0.19588
N -1.83439 0.03271 -0.78847
O 5.02528 -1.41297 4.93838
H -5.73803 -0.17212 -0.47675
H 0.96053 2.73826 -0.35653
C 1.45296 -0.40891 2.04331
H 1.27294 -1.07545 5.37269
H -1.53256 2.43240 -1.57294
H -1.14110 -1.08683 4.77021
C -2.62645 -0.18532 -1.89538
H -0.08496 -1.07486 -2.62346
H -5.87523 -0.49257 -2.81638
H -2.36411 -0.66649 -5.25147
O 3.36386 -0.35929 5.80968
C 2.64209 0.01945 -1.32114
C 0.97197 -0.88935 4.35410
H 4.62221 -0.02974 -2.08979
C -0.39132 -0.88508 4.01966
C -2.03361 -0.34232 -3.16467
C 3.74075 -0.35277 1.15996
H -0.39182 2.91074 0.55647
C -4.02832 -0.24627 -1.77672
C 4.21356 -0.56036 2.50056
C -0.77297 -0.60029 2.73569
V -0.28339 0.32617 -0.14929
H 2.18877 0.17230 -2.29350
H 5.27712 -0.62369 2.68751
C -4.65218 -0.09678 -0.41857
C 3.35530 -0.67792 3.52756
C 2.33306 -0.25514 0.97137
H -0.16055 0.67706 -2.91164
H -4.28357 -0.86577 0.26351
C -4.79605 -0.44710 -2.91339
```

Total energy (hartree): -2197.02210
2S+1: 2
LUMO level (alpha / beta) (eV): -0.608 / -0.595
<S²>: 0.796
ΔE to the lowest compared entry with this formula, charge and spin (kcal/mol): 0.0
HOMO (alpha / beta) (eV): -5.478 / -5.494
Charge: 0